--- 1 ---
Below is a structure of composition C4H6O, with properties calculated with ωB97M-V/def2-TZVPD.

```
11
Properties=species:S:1:pos:R:3:lowdin_charge:R:1
C -1.26730 -0.24656 -0.05128 -0.072
C 0.02302 0.02695 0.72254 -0.216
C 1.25502 -0.34328 -0.12795 -0.312
O 0.74975 -0.28432 -1.41379 -0.174
C -0.78614 0.99039 -0.00521 0.020
H -2.25438 -0.65138 0.07810 0.110
H -0.40381 -0.69368 -1.14473 0.167
H 0.07023 0.09105 1.80849 0.129
H 1.71346 -1.31946 0.09602 0.110
H 1.99207 0.43884 0.13076 0.120
H -1.01386 2.03286 -0.11797 0.119
```

Computed properties:
* HOMO energy: -9.5298 eV
* lowest unoccupied orbital energy: 0.24 eV
* gap between HOMO and LUMO: 9.77 eV
* multiplicity: 1

--- 2 ---
Below is the molecule C4H6O, with properties calculated with ωB97M-V/def2-TZVPD.

```
11
Properties=species:S:1:pos:R:3:lowdin_charge:R:1
C 0.99920 -0.15308 0.36553 -0.216
C 1.81910 -0.45293 -0.63110 -0.019
C -0.34176 0.49477 0.14673 -0.261
C -1.44638 -0.47562 -0.15608 -0.069
O -2.47907 0.12047 0.40123 -0.021
H 1.33865 -0.32403 1.38762 0.097
H 2.79036 -0.91975 -0.44769 0.050
H -0.61624 1.04291 1.03829 0.093
H -0.33887 1.26713 -0.71111 0.152
H 1.58038 -0.20760 -1.71525 0.084
H -3.30538 -0.39226 0.32181 0.109
```

Computed properties:
* HOMO energy: -8.7387 eV
* lowest unoccupied orbital energy: 0.85 eV
* gap between HOMO and LUMO: 9.59 eV
* multiplicity: 1

--- 3 ---
Below is the molecule C4H6O, with properties calculated with ωB97M-V/def2-TZVPD.

```
11
Properties=species:S:1:pos:R:3:lowdin_charge:R:1
C 1.14762 0.55149 -0.44517 -0.257
O 0.91162 -0.85619 -0.33812 -0.144
C -0.29116 -1.02187 0.38708 -0.206
C -1.00595 0.32095 0.20988 -0.214
C -0.06950 1.35514 -0.17128 0.056
H 1.82051 0.90807 0.36133 0.134
H 1.65180 0.75762 -1.39222 0.121
H -0.09914 -1.20845 1.45837 0.122
H -0.83811 -1.88022 -0.01563 0.119
H -1.88498 0.55266 0.80405 0.112
H -1.34272 0.52081 -0.85829 0.158
```

Computed properties:
* HOMO energy: -9.0473 eV
* lowest unoccupied orbital energy: 0.70 eV
* gap between HOMO and LUMO: 9.74 eV
* multiplicity: 1

--- 4 ---
Below is the molecule C4H6O, with properties calculated with ωB97M-V/def2-TZVPD.

```
11
Properties=species:S:1:pos:R:3:lowdin_charge:R:1
C 0.92910 0.90479 -0.18791 -0.054
C 0.20776 -0.33355 0.36495 -0.463
C -1.25521 -0.27788 0.10327 -0.082
C -2.42595 -0.18063 -0.14327 0.122
H 2.02157 0.78532 -0.06537 0.080
H 0.75448 0.97116 -1.26334 0.085
H 0.60133 1.81478 0.35554 0.091
H 0.38347 -0.44515 1.45806 0.145
H 1.57056 -1.67071 0.05249 0.101
H -3.45817 -0.06313 -0.38698 0.027
O 0.67108 -1.50500 -0.28745 -0.050
```

Computed properties:
* HOMO energy: -10.0533 eV
* lowest unoccupied orbital energy: 0.85 eV
* gap between HOMO and LUMO: 10.90 eV
* multiplicity: 1
* SMILES string: C#C[C@H](C)O

Question: which arrangement is favored energetically? Ranking from most to least stable: 4, 2, 3, 1.

--- 1 ---
Below is a structure of composition C4H6O, with properties calculated with ωB97M-V/def2-TZVPD.

```
11
Properties=species:S:1:pos:R:3:lowdin_charge:R:1
C -1.18572 -0.54520 -0.10664 -0.059
C -0.00669 -0.13192 0.71710 -0.188
C 1.32830 -0.14130 -0.10843 -0.121
O 0.81965 0.81617 -1.05544 -0.072
C -0.41034 0.77962 -0.39584 -0.262
H -2.17662 -0.14817 0.11928 0.095
H -1.29245 -1.59728 -0.39772 0.101
H 0.03708 -0.04172 1.79601 0.122
H 1.73694 -0.98896 -0.67541 0.121
H 2.12738 0.28880 0.50574 0.118
H -0.97753 1.70996 -0.39867 0.145
```

Computed properties:
* HOMO energy: -9.2656 eV
* lowest unoccupied orbital energy: 1.15 eV
* gap between HOMO and LUMO: 10.42 eV
* multiplicity: 1

--- 2 ---
Below is the molecule C4H6O, with properties calculated with ωB97M-V/def2-TZVPD.

```
11
Properties=species:S:1:pos:R:3:lowdin_charge:R:1
C 0.48755 -0.46455 1.63989 0.055
C 0.26864 -0.23642 0.34165 -0.424
O 1.20543 -0.64995 -0.57752 0.017
C -0.91102 0.35941 -0.27778 -0.121
C -0.88358 0.80727 -1.52766 0.036
H 1.45198 -0.89387 1.89683 0.056
H -0.14589 -0.31660 2.50034 0.058
H 1.99358 -0.92872 -0.10814 0.096
H -1.80314 0.36521 0.33518 0.106
H 0.00135 0.65372 -2.13555 0.063
H -1.66491 1.30449 -2.08724 0.059
```

Computed properties:
* HOMO energy: -8.7024 eV
* lowest unoccupied orbital energy: 0.96 eV
* gap between HOMO and LUMO: 9.66 eV
* multiplicity: 1
* SMILES string: C=CC(=C)O

Question: which arrangement is favored energetically? Ranking from most to least stable: 2, 1.

--- 1 ---
Below is a cluster of 2 separate species, C4H6O in total, with properties calculated with ωB97M-V/def2-TZVPD.

```
11
Properties=species:S:1:pos:R:3:lowdin_charge:R:1
C 0.96186 0.35175 -0.78170 0.027
C 1.14391 2.46307 0.60525 0.107
C 0.17251 -0.94342 -0.65811 -0.296
C -1.00100 -0.99990 0.21119 -0.067
O 0.16669 0.07894 -1.71479 0.053
H 0.13276 2.14360 0.79597 -0.115
H 1.76961 2.15001 1.40001 -0.110
H 0.59771 -1.92607 -1.10251 0.161
H -1.71487 -1.80511 -0.21148 0.120
H -1.54663 -0.15875 0.29140 0.040
H -0.68256 -1.35410 1.16476 0.080
```

Computed properties:
* HOMO energy (alpha / beta): -8.3631 / -8.3397 eV
* lowest unoccupied orbital energy (alpha / beta): -0.38 / -0.39 eV
* gap between HOMO and LUMO (alpha / beta): 7.99 / 7.95 eV
* multiplicity: 1

--- 2 ---
Below is the molecule C4H6O, with properties calculated with ωB97M-V/def2-TZVPD.

```
11
Properties=species:S:1:pos:R:3:lowdin_charge:R:1
C 1.85554 -0.06983 1.61049 -0.093
C 0.45322 -0.12042 1.00944 -0.148
C 0.13359 -0.04911 -0.27492 -0.101
C -1.23687 -0.05573 -0.78927 -0.282
H 1.93774 0.76641 2.32904 0.075
H 2.11086 -0.98573 2.20629 0.086
H 2.58525 0.09619 0.77573 0.083
H -0.35469 -0.22628 1.74471 0.109
H 0.91552 0.13335 -1.01791 0.118
H -2.00888 -0.38609 -0.04475 0.124
O -1.55234 0.29659 -1.91595 0.028
```

Computed properties:
* HOMO energy: -9.9354 eV
* lowest unoccupied orbital energy: 0.42 eV
* gap between HOMO and LUMO: 10.36 eV
* multiplicity: 1
* SMILES string: C/C=C/C=O

--- 3 ---
Below is the molecule C4H6O, with properties calculated with ωB97M-V/def2-TZVPD.

```
11
Properties=species:S:1:pos:R:3:lowdin_charge:R:1
C 2.41118 -0.03970 0.21197 0.017
C 1.13902 0.21378 -0.13776 -0.221
C -1.12279 0.35551 -0.08652 -0.251
C -2.36705 -0.08021 0.21255 -0.002
H 3.29187 0.70403 0.19299 0.088
H 2.75308 -1.04140 0.43014 0.043
H 0.75787 1.23506 -0.39751 0.103
H -1.05376 1.40502 -0.02675 0.083
H -2.52137 -1.28584 -0.09118 0.127
H -3.27300 0.59565 0.46933 0.080
O -0.03961 -0.53859 -0.22230 -0.066
```

Computed properties:
* HOMO energy: -8.9640 eV
* lowest unoccupied orbital energy: 1.10 eV
* gap between HOMO and LUMO: 10.07 eV
* multiplicity: 1
* SMILES string: C=COC=C

Question: which arrangement is favored energetically? Ranking from most to least stable: 2, 3, 1.

--- 1 ---
Below is a structure of composition C2H9N2O, with properties calculated with ωB97M-V/def2-TZVPD.

```
14
Properties=species:S:1:pos:R:3:lowdin_charge:R:1
C 0.37642 1.38020 0.23888 0.011
C -0.44826 0.09286 -0.00189 -0.535
N -1.06672 -0.02377 -1.19195 0.194
N 0.88758 -1.25437 0.08860 0.177
O -1.14287 -0.45118 1.00575 0.061
H 1.27058 1.34919 0.98170 0.124
H -0.31940 2.16392 0.78145 0.148
H 0.88542 1.63543 -0.63555 0.057
H -0.64630 0.36134 -1.95838 0.088
H -1.83097 -0.68692 -1.39112 0.161
H 0.35244 -2.00516 -0.35079 0.121
H 1.61034 -1.03103 -0.56900 0.110
H 1.09619 -1.37871 1.06028 0.112
H -1.02446 -0.15180 1.94200 0.170
```

Computed properties:
* HOMO energy: -15.2298 eV
* lowest unoccupied orbital energy: -3.36 eV
* gap between HOMO and LUMO: 11.87 eV
* multiplicity: 1
* net charge: +1

--- 2 ---
Below is a cluster of 2 separate species, C2H9N2O in total, with properties calculated with ωB97M-V/def2-TZVPD.

```
14
Properties=species:S:1:pos:R:3:lowdin_charge:R:1
C 0.44483 -1.34790 -0.60408 -0.181
C 1.22381 -0.39113 -0.13589 -0.082
N 0.73284 0.53068 0.86521 0.150
N -0.85956 -1.61280 -0.20948 0.041
H 0.91201 -2.05880 -1.29968 0.133
H 2.30112 -0.31621 -0.24627 0.132
H 1.31426 0.54959 1.70530 0.177
H 0.44545 1.44022 0.39551 0.133
H -0.18175 0.29075 1.27010 0.151
H -1.39188 -1.85942 -1.04157 0.101
H -1.02967 -2.39934 0.40580 0.106
H -1.93178 1.91402 -0.34656 0.089
H -0.95953 3.09618 0.03983 0.066
O -1.02675 2.16878 -0.13098 -0.016
```

Computed properties:
* HOMO energy: -14.1459 eV
* lowest unoccupied orbital energy: -3.24 eV
* gap between HOMO and LUMO: 10.90 eV
* multiplicity: 1
* net charge: +1

Question: which arrangement is favored energetically? Ranking from most to least stable: 1, 2.

--- 1 ---
Below is a structure of composition C2H9N2O, with properties calculated with ωB97M-V/def2-TZVPD.

```
14
Properties=species:S:1:pos:R:3:lowdin_charge:R:1
C 1.05860 0.08309 -0.69980 -0.207
C -0.39859 0.45950 -0.47568 -0.187
N -0.50086 1.38141 0.51026 0.128
N -1.21644 -1.09063 0.23466 0.141
O 1.56309 -0.54195 0.48058 -0.091
H 1.46845 -0.51926 -1.55957 0.151
H 1.57485 1.08693 -0.71297 0.147
H -1.11839 0.49915 -1.28058 0.146
H 0.13595 1.16841 1.25342 0.116
H -1.23519 1.98885 0.63318 0.097
H -1.10370 -0.84905 1.23194 0.114
H -2.19300 -1.25743 -0.14773 0.151
H -0.58393 -1.96749 0.15363 0.156
H 2.54916 -0.44155 0.37867 0.138
```

Computed properties:
* HOMO energy: -14.9350 eV
* lowest unoccupied orbital energy: -3.45 eV
* gap between HOMO and LUMO: 11.48 eV
* multiplicity: 1
* net charge: +1

--- 2 ---
Below is a cluster of 2 separate species, C2H9N2O in total, with properties calculated with ωB97M-V/def2-TZVPD.

```
14
Properties=species:S:1:pos:R:3:lowdin_charge:R:1
C 1.82656 1.05338 -0.33550 -0.044
N -0.65433 -1.69117 -0.29588 0.190
C 0.40592 -0.89236 -0.20451 -0.141
N 0.60368 0.37666 0.08735 -0.008
H 2.62914 0.24891 -0.17335 0.112
H 1.82646 1.24342 -1.44264 0.106
H 1.93319 2.05398 0.27000 0.139
H -1.41347 -1.20757 0.18367 0.093
H -0.64042 -2.61247 -0.68100 0.136
H 1.34168 -1.50072 -0.13199 0.171
H -0.17876 0.99336 0.18141 0.116
H -2.47267 0.80658 1.55588 0.067
H -3.01520 0.64043 0.27242 0.071
O -2.19179 0.48757 0.71414 -0.007
```

Computed properties:
* HOMO energy: -15.0333 eV
* lowest unoccupied orbital energy: -3.65 eV
* gap between HOMO and LUMO: 11.39 eV
* multiplicity: 1
* net charge: +1

Question: which arrangement is favored energetically? Ranking from most to least stable: 2, 1.